Density functional theory data (ωB97M-V/def2-TZVPD) for a structure of composition C32H30ClCsN2O4PSb at a distorted geometry.

```
72
Properties=species:S:1:pos:R:3
Cs 0.51 -0.36 0.22
O -5.58 0.78 -2.21
C -4.90 0.37 -3.27
O -5.35 0.47 -4.39
C -3.58 -0.29 -3.04
C -2.94 -1.10 -3.97
Cl -3.40 -1.52 -5.55
N -1.78 -1.51 -3.43
N -1.60 -1.01 -2.19
C -2.68 -0.29 -1.94
C -2.77 0.40 -0.59
O -3.90 0.52 -0.08
O -1.68 0.75 -0.08
C -0.80 -2.40 -3.95
C 0.53 -2.00 -3.94
C 1.51 -2.86 -4.39
C 1.17 -4.11 -4.88
C -0.16 -4.50 -4.91
C -1.15 -3.65 -4.44
H -5.07 0.65 -1.35
H 0.77 -1.00 -3.60
H 2.55 -2.54 -4.39
H 1.94 -4.78 -5.24
H -0.44 -5.48 -5.29
H -2.19 -3.96 -4.44
C 1.70 2.38 8.08
C 2.79 1.91 7.37
C 2.68 1.66 6.01
C 1.48 1.88 5.35
C 0.38 2.34 6.07
C 0.49 2.59 7.43
Sb 1.22 1.51 3.27
C 1.72 3.46 2.56
C 1.14 3.90 1.38
C 1.45 5.15 0.87
C 2.34 5.97 1.54
C 2.92 5.54 2.72
C 2.61 4.29 3.24
C 3.10 0.58 2.87
C 3.18 -0.80 3.08
C 4.35 -1.50 2.80
C 5.45 -0.82 2.30
C 5.38 0.55 2.09
C 4.21 1.24 2.37
H 1.78 2.57 9.14
H 3.73 1.74 7.88
H 3.54 1.29 5.46
H -0.57 2.50 5.58
H -0.37 2.96 7.98
H 0.41 3.28 0.87
H 0.98 5.49 -0.05
H 2.58 6.95 1.14
H 3.61 6.19 3.25
H 3.06 3.97 4.17
H 2.32 -1.34 3.46
H 4.39 -2.56 2.97
H 6.36 -1.36 2.09
H 6.24 1.08 1.70
H 4.17 2.31 2.20
C -1.45 -3.53 3.62
P -1.48 -2.27 2.28
C -2.47 -3.15 1.01
C -2.74 -1.11 2.93
H -2.45 -3.89 3.86
H -1.02 -3.09 4.52
H -0.83 -4.37 3.33
H -3.40 -3.55 1.41
H -1.89 -3.98 0.59
H -2.71 -2.46 0.20
H -3.65 -1.63 3.23
H -2.98 -0.37 2.17
H -2.33 -0.58 3.79
```

As for the energy above the lowest of the compared OMol25 structures with the same formula, charge and spin: 22.5 kJ/mol. For the HOMO-LUMO gap, the calculation gives 8.5 eV. As for the charge: 0.

Here is what Mulliken gives for the atomic charges, in e: atom 1 (Cs): 1.44, atom 2 (O): -0.54, atom 3 (C): 0.42, atom 4 (O): -0.59, atom 5 (C): 0.12, atom 6 (C): -0.03, atom 7 (Cl): -0.13, atom 8 (N): 0.59, atom 9 (N): -0.55, atom 10 (C): 0.18, atom 11 (C): 0.55, atom 12 (O): -0.82, atom 13 (O): -0.57, atom 14 (C): 0.17, atom 15 (C): -0.24, atom 16 (C): -0.64, atom 17 (C): -0.46, atom 18 (C): -0.71, atom 19 (C): -0.30, atom 20 (H): 0.42, atom 21 (H): 0.55, atom 22 (H): 0.37, atom 23 (H): 0.40, atom 24 (H): 0.37, atom 25 (H): 0.46, atom 26 (C): -0.42, atom 27 (C): -0.68, atom 28 (C): 0.03, atom 29 (C): 0.15, atom 30 (C): -0.72, atom 31 (C): -0.57, atom 32 (Sb): 0.75, atom 33 (C): 0.07, atom 34 (C): -0.71, atom 35 (C): -0.63, atom 36 (C): -0.44, atom 37 (C): -0.64, atom 38 (C): -0.07, atom 39 (C): 0.02, atom 40 (C): -0.69, atom 41 (C): -0.60, atom 42 (C): -0.42, atom 43 (C): -0.65, atom 44 (C): -0.02, atom 45 (H): 0.37, atom 46 (H): 0.38, atom 47 (H): 0.37, atom 48 (H): 0.37, atom 49 (H): 0.38, atom 50 (H): 0.51, atom 51 (H): 0.41, atom 52 (H): 0.37, atom 53 (H): 0.39, atom 54 (H): 0.43, atom 55 (H): 0.45, atom 56 (H): 0.40, atom 57 (H): 0.38, atom 58 (H): 0.39, atom 59 (H): 0.38, atom 60 (C): -1.30, atom 61 (P): 0.19, atom 62 (C): -1.01, atom 63 (C): -0.86, atom 64 (H): 0.36, atom 65 (H): 0.35, atom 66 (H): 0.37, atom 67 (H): 0.35, atom 68 (H): 0.35, atom 69 (H): 0.19, atom 70 (H): 0.36, atom 71 (H): 0.17, atom 72 (H): 0.30